8 unconnected molecules or ions with the total composition C7H26O8, computed with ωB97M-V with the def2-TZVPD basis set.

Geometry as XYZ:
```
41
Properties=species:S:1:pos:R:3
C -0.96736 -1.49803 -0.49284
O -0.01232 -2.58006 -0.53746
C -0.41956 -0.39938 0.42436
C -0.84592 -0.45659 1.83765
C 0.20735 0.08275 2.73365
C 0.21287 -0.23797 4.03756
C 2.12417 1.61442 2.61117
C 0.98630 1.10980 2.10680
H -0.89122 -1.05914 -1.48725
H -1.96420 -2.02387 -0.44679
H -0.25897 -3.27931 0.04428
H 0.68565 -0.44748 0.21307
H -0.58338 0.56386 -0.03675
H -1.74107 0.23528 1.95896
H -1.10440 -1.41896 2.13292
H -0.55170 -0.95636 4.47883
H 0.99702 -0.11555 4.71859
H 2.58205 2.52197 2.30370
H 2.69516 1.47434 3.49498
H 0.76346 1.47951 1.07556
H -2.04699 2.67914 -1.24332
H -1.19233 3.75570 -0.69108
O -1.55272 3.53863 -1.51401
H -1.99457 -0.33872 -3.37914
H -1.52202 1.15532 -3.24206
O -1.88223 0.43626 -2.77842
H 2.93374 -1.27428 -0.97088
H 2.89677 -2.15455 -2.10592
O 3.53004 -1.83259 -1.54818
H -3.93735 1.59728 0.17882
H -2.85917 0.91257 -1.08126
O -3.05491 1.37785 -0.20588
H -0.00188 -2.13963 -3.96196
H 0.41935 -2.37756 -2.50945
O -0.12473 -2.76199 -3.26634
H 2.74333 -2.16253 2.83392
H 3.49553 -1.12563 1.87472
O 3.42252 -2.08774 2.11718
H -0.37271 2.70455 -2.44214
H -0.80550 2.93651 -3.88741
O -0.00811 2.55219 -3.34818
```

Its SMILES is C=CC(=C)CCCO.O.O.O.O.O.O.O. The calculation puts the highest occupied orbital energy at -0.3266 hartree. Its gap between HOMO and LUMO is 8.94 eV.

Löwdin charges in e: number 1, C, carries -0.2233; number 2, O, carries -0.0939; number 3, C, carries -0.2148; number 4, C, carries -0.1730; number 5, C, carries -0.3398; number 6, C, carries 0.0659; number 7, C, carries 0.0306; number 8, C, carries -0.1424; number 9, H, carries 0.0629; number 10, H, carries 0.1515; number 11, H, carries 0.0769; number 12, H, carries 0.1291; number 13, H, carries 0.0797; number 14, H, carries 0.1484; number 15, H, carries 0.0973; number 16, H, carries 0.0921; number 17, H, carries 0.0382; number 18, H, carries 0.0423; number 19, H, carries 0.0522; number 20, H, carries 0.1144; number 21, H, carries 0.0583; number 22, H, carries 0.0241; number 23, O, carries -0.0551; number 24, H, carries 0.0893; number 25, H, carries -0.0221; number 26, O, carries -0.0404; number 27, H, carries 0.0572; number 28, H, carries -0.0421; number 29, O, carries -0.0280; number 30, H, carries 0.0842; number 31, H, carries 0.0512; number 32, O, carries -0.0986; number 33, H, carries 0.0097; number 34, H, carries 0.0395; number 35, O, carries -0.0650; number 36, H, carries 0.0430; number 37, H, carries 0.0416; number 38, O, carries -0.0943; number 39, H, carries -0.0147; number 40, H, carries 0.0958; number 41, O, carries -0.1278

=====

A molecular structure, C7H28AgN14O7, computed with ωB97M-V with the def2-TZVPD basis set.

Geometry as XYZ:
```
57
Properties=species:S:1:pos:R:3
Ag -0.02838 0.26415 0.00885
C 0.71929 3.28238 -1.50947
O 0.16616 2.38136 -0.84911
N 1.07903 4.42867 -0.88526
N 1.05938 3.14466 -2.79922
H 1.67979 5.05279 -1.39236
H 0.79249 4.60662 0.05585
H 0.83023 2.24286 -3.17742
H 1.51270 3.87097 -3.31932
C -2.36073 0.28755 2.75690
O -1.59330 0.54585 1.81346
N -2.25184 0.91362 3.96199
N -3.27017 -0.70176 2.70088
H -1.57477 1.62888 4.11318
H -2.95124 0.75485 4.66441
H -3.79248 -0.98898 3.50598
H -3.33228 -1.15584 1.81474
C 1.49145 1.25590 2.87101
O 1.24998 1.15452 1.66124
N 0.87668 2.14930 3.67183
N 2.40885 0.44679 3.47629
H 0.26072 2.84757 3.30668
H 1.12559 2.09282 4.64325
H 2.87898 -0.27493 2.97020
H 2.50021 0.42188 4.47615
C -2.90741 1.32494 -1.59075
O -2.05147 0.76395 -0.89534
N -4.22341 1.04992 -1.41932
N -2.61277 2.22195 -2.57436
H -4.96539 1.23143 -2.06671
H -4.35753 0.36346 -0.69647
H -1.68963 2.42474 -2.89203
H -3.41880 2.39561 -3.14838
C 2.98730 -0.53943 -1.61356
O 1.89346 -0.11981 -1.20259
N 3.39081 -0.28666 -2.88330
N 3.88316 -1.15072 -0.80922
H 4.24907 -0.67377 -3.22650
H 2.73672 0.24246 -3.42394
H 3.71433 -1.27353 0.16788
H 4.77946 -1.37117 -1.20283
C -0.16888 -2.21081 -2.27177
O -0.56480 -1.22940 -1.62347
N 0.43378 -2.09488 -3.46251
N -0.52361 -3.49533 -1.95442
H 0.85162 -2.89105 -3.90718
H 0.67460 -1.17309 -3.77385
H -0.62850 -4.15797 -2.70208
H -0.89997 -3.80263 -1.07911
C 0.11550 -2.77088 1.36378
O 0.38691 -1.59469 1.08717
N 1.03554 -3.70163 1.68100
N -1.18026 -3.20954 1.42151
H 2.00179 -3.44581 1.76961
H 0.80131 -4.67471 1.71946
H -1.88393 -2.63082 1.01549
H -1.33533 -4.17261 1.65305
```

Its net charge is +2. The calculation puts the highest occupied orbital energy (alpha / beta) at -0.5320 / -0.5312 hartree. Its gap between HOMO and LUMO (alpha / beta) is 10.19 / 6.88 eV. Its multiplicity is 2.

Löwdin charges in e: number 1, Ag, carries 1.2269; number 2, C, carries -0.6248; number 3, O, carries -0.0602; number 4, N, carries 0.1936; number 5, N, carries 0.1904; number 6, H, carries 0.1118; number 7, H, carries 0.1175; number 8, H, carries 0.1055; number 9, H, carries 0.1184; number 10, C, carries -0.6255; number 11, O, carries -0.0540; number 12, N, carries 0.1779; number 13, N, carries 0.1804; number 14, H, carries 0.0771; number 15, H, carries 0.1074; number 16, H, carries 0.1141; number 17, H, carries 0.0918; number 18, C, carries -0.6200; number 19, O, carries -0.0586; number 20, N, carries 0.1843; number 21, N, carries 0.1831; number 22, H, carries 0.1184; number 23, H, carries 0.1141; number 24, H, carries 0.1006; number 25, H, carries 0.1080; number 26, C, carries -0.6169; number 27, O, carries -0.0879; number 28, N, carries 0.1756; number 29, N, carries 0.1878; number 30, H, carries 0.1099; number 31, H, carries 0.1069; number 32, H, carries 0.0820; number 33, H, carries 0.1051; number 34, C, carries -0.6298; number 35, O, carries -0.0632; number 36, N, carries 0.1778; number 37, N, carries 0.1893; number 38, H, carries 0.1121; number 39, H, carries 0.0980; number 40, H, carries 0.1039; number 41, H, carries 0.1099; number 42, C, carries -0.6141; number 43, O, carries -0.0668; number 44, N, carries 0.1924; number 45, N, carries 0.1773; number 46, H, carries 0.1177; number 47, H, carries 0.1040; number 48, H, carries 0.1082; number 49, H, carries 0.0797; number 50, C, carries -0.6124; number 51, O, carries -0.0494; number 52, N, carries 0.1981; number 53, N, carries 0.1874; number 54, H, carries 0.1162; number 55, H, carries 0.1157; number 56, H, carries 0.0938; number 57, H, carries 0.1133

=====

8 unconnected molecules or ions with the total composition C7H28ClN10O7, computed with ωB97M-V with the def2-TZVPD basis set.

Geometry as XYZ:
```
53
Properties=species:S:1:pos:R:3
Cl 0.51572 0.41641 -0.26006
C 1.49522 3.44655 -2.32369
O 2.36243 2.54520 -1.79768
H 1.31797 3.20577 -3.37188
H 0.57993 3.59946 -1.75187
H 1.90837 4.45178 -2.40682
H 1.87600 1.74193 -1.59834
C 2.01225 -1.94511 -2.79607
O 2.61673 -0.73961 -2.41482
H 2.67208 -2.34919 -3.56382
H 1.92859 -2.54990 -1.89311
H 1.06055 -1.81916 -3.31228
H 2.02405 -0.42829 -1.72677
C 3.79289 1.13340 2.32393
O 4.35003 1.45548 3.35705
N 2.99483 0.18205 2.13655
N 3.76784 1.86476 1.20224
H 2.66359 0.10737 1.18534
H 2.45681 -0.17096 2.91501
H 4.18062 2.78589 1.23745
H 3.20888 1.52943 0.43073
C -1.86054 0.03309 -3.69441
O -2.20436 0.14378 -4.93418
N -1.53311 -1.02787 -3.18346
N -1.60964 1.05250 -2.84903
H -1.11190 -1.02530 -2.26549
H -1.67597 -1.85294 -3.74820
H -1.12542 0.81470 -1.99516
H -1.77113 2.00160 -3.15438
C -2.22523 2.08617 2.12171
O -3.01542 2.48900 2.95713
N -1.81543 2.77219 1.11313
N -1.55370 0.97103 2.21533
H -2.15619 3.72282 1.09655
H -1.17747 2.41658 0.41552
H -1.77785 0.18325 2.80631
H -0.98138 0.72223 1.42119
C 0.99586 -2.62495 2.91689
O 2.14481 -2.73719 2.46247
N 0.13597 -1.75891 2.55812
N 0.60611 -3.19725 4.00818
H 0.33621 -1.24938 1.70936
H -0.68722 -1.66245 3.13530
H -0.31882 -2.95957 4.33698
H 1.30484 -3.64846 4.58112
C -3.16234 -1.84583 0.53667
O -2.67541 -2.16802 1.59203
N -2.67803 -0.96513 -0.25343
N -4.09582 -2.56620 -0.03579
H -1.90900 -0.36545 0.00940
H -3.32800 -0.57801 -0.92259
H -4.38626 -3.44579 0.36680
H -4.47355 -2.19349 -0.89515
```

Its net charge is -1. The calculation puts the highest occupied orbital energy at -0.2438 hartree. Its gap between HOMO and LUMO is 9.00 eV.

Löwdin charges in e: number 1, Cl, carries 0.1525; number 2, C, carries -0.2255; number 3, O, carries -0.1335; number 4, H, carries 0.0783; number 5, H, carries 0.0667; number 6, H, carries 0.0726; number 7, H, carries -0.0531; number 8, C, carries -0.1827; number 9, O, carries -0.1523; number 10, H, carries 0.0765; number 11, H, carries 0.0842; number 12, H, carries 0.0536; number 13, H, carries -0.0783; number 14, C, carries -0.7920; number 15, O, carries 0.0120; number 16, N, carries 0.1680; number 17, N, carries 0.1514; number 18, H, carries 0.0398; number 19, H, carries 0.1177; number 20, H, carries 0.1083; number 21, H, carries 0.0567; number 22, C, carries -0.7553; number 23, O, carries -0.0671; number 24, N, carries 0.1717; number 25, N, carries 0.1545; number 26, H, carries 0.0767; number 27, H, carries 0.1418; number 28, H, carries -0.0210; number 29, H, carries 0.1096; number 30, C, carries -0.8032; number 31, O, carries 0.0130; number 32, N, carries 0.1670; number 33, N, carries 0.1548; number 34, H, carries 0.1194; number 35, H, carries 0.0518; number 36, H, carries 0.0958; number 37, H, carries -0.0556; number 38, C, carries -0.7950; number 39, O, carries -0.0027; number 40, N, carries 0.1741; number 41, N, carries 0.1557; number 42, H, carries 0.0398; number 43, H, carries 0.0920; number 44, H, carries 0.1080; number 45, H, carries 0.1208; number 46, C, carries -0.7944; number 47, O, carries 0.0329; number 48, N, carries 0.1756; number 49, N, carries 0.1603; number 50, H, carries 0.0202; number 51, H, carries 0.1142; number 52, H, carries 0.1186; number 53, H, carries 0.1052

=====

no.,calculated total energy (eV)
1,-24057.08158
2,-46898.94014
3,-49474.28012